(1)
Computed, not measured: a molecular structure, C32H56N8, with ωB97M-V/def2-TZVPD.

Charge: 0
Strongest force on any atom in eV Å⁻¹: 9.4
Gap between HOMO and LUMO in eV: 8.83
LUMO energy in Ha: 0.00623
E_HOMO in hartree: -0.3181

Last column: Löwdin charge in e.
Element x y z (Å)
C 4.139 1.266 1.146  -0.067
C 4.625 -0.169 1.572  -0.261
C 5.933 -0.211 2.499  -0.139
C 5.814 0.316 3.908  -0.211
N 5.720 0.782 4.979  0.122
H 3.893 1.789 2.070  0.013
H 3.311 1.193 0.440  0.059
H 4.964 1.889 0.803  0.101
H 4.893 -0.705 0.662  0.106
H 3.852 -0.785 2.031  0.038
H 6.779 0.288 2.024  0.105
H 6.247 -1.245 2.642  0.104
C 1.202 0.391 -4.064  -0.100
C 1.482 0.636 -2.599  -0.211
C 1.443 2.157 -2.171  -0.133
C 1.320 2.342 -0.754  -0.102
N 1.233 2.447 0.454  0.139
H 0.933 1.311 -4.582  0.097
H 0.509 -0.422 -4.281  0.001
H 2.093 0.021 -4.571  0.056
H 2.336 0.090 -2.198  0.111
H 0.578 0.315 -2.082  0.072
H 0.593 2.661 -2.629  0.127
H 2.382 2.571 -2.539  0.131
C -1.886 1.309 1.634  -0.105
C -1.373 2.373 0.742  -0.300
C -2.246 3.621 0.560  -0.154
C -2.380 4.541 1.732  -0.207
N -2.415 5.193 2.672  0.144
H -2.894 1.032 1.325  0.064
H -2.117 1.695 2.627  0.092
H -1.223 0.444 1.610  0.044
H -1.098 1.878 -0.190  0.090
H -0.421 2.671 1.181  0.047
H -3.196 3.247 0.178  0.110
H -1.841 4.243 -0.238  0.111
C 2.586 -1.273 1.076  -0.106
C 1.604 -0.867 -0.030  -0.236
C 0.197 -1.072 0.265  -0.177
C -0.613 -1.312 -0.957  -0.021
N -1.286 -1.453 -1.875  -0.034
H 3.599 -1.134 0.698  0.025
H 2.546 -2.348 1.250  0.116
H 2.418 -0.693 1.984  0.054
H 1.827 -1.348 -0.983  0.115
H 1.658 0.148 -0.423  0.040
H -0.295 -0.209 0.714  0.067
H 0.036 -1.798 1.062  0.006
C -0.870 -2.240 -3.592  -0.126
C -1.609 -1.276 -4.562  -0.234
C -0.907 -1.349 -5.933  -0.170
C 0.533 -1.393 -5.934  -0.254
N 1.729 -1.488 -5.979  0.148
H 0.093 -1.810 -3.315  0.078
H -0.683 -3.185 -4.102  0.098
H -1.511 -2.376 -2.721  -0.015
H -1.772 -0.243 -4.255  0.074
H -2.607 -1.656 -4.780  0.079
H -1.242 -0.650 -6.700  0.128
H -1.145 -2.292 -6.425  0.128
C -3.847 -2.014 -1.433  -0.097
C -3.857 -0.527 -1.169  -0.201
C -3.081 0.265 -2.274  -0.173
C -3.594 -0.017 -3.624  -0.237
N -3.998 -0.236 -4.716  0.158
H -2.933 -2.597 -1.549  0.068
H -4.417 -2.187 -2.346  0.081
H -4.500 -2.469 -0.688  0.062
H -3.496 -0.241 -0.181  0.079
H -4.869 -0.159 -1.337  0.114
H -2.083 -0.146 -2.428  0.043
H -2.925 1.301 -1.974  0.114
C -4.185 -3.585 2.080  -0.120
C -3.525 -3.960 3.380  -0.235
C -2.316 -3.040 3.658  -0.169
C -1.229 -3.020 2.671  -0.132
N -0.369 -3.015 1.905  0.174
H -5.052 -4.238 1.988  0.077
H -3.575 -3.755 1.193  0.065
H -4.538 -2.565 1.928  0.077
H -3.189 -4.997 3.403  0.116
H -4.166 -3.870 4.257  0.113
H -1.817 -3.469 4.527  0.119
H -2.492 -2.007 3.960  0.125
C 1.864 4.199 2.911  -0.051
C 2.454 2.759 2.518  -0.288
C 1.761 1.466 3.093  -0.148
C 1.329 1.579 4.510  -0.189
N 1.056 1.696 5.666  0.129
H 2.309 5.088 2.463  0.069
H 1.938 4.271 3.996  0.066
H 0.815 4.297 2.629  0.045
H 3.397 2.770 3.064  0.094
H 2.626 2.653 1.447  0.018
H 2.207 0.498 2.865  0.077
H 0.826 1.413 2.535  0.078

Forces on the atoms, in the same order (eV/Å):
1.751 -1.938 1.559
3.954 1.852 1.952
-0.524 0.413 0.365
-0.500 1.203 1.006
0.198 -1.214 -2.499
0.514 -1.188 -1.025
0.274 0.179 0.180
0.136 -0.338 -0.708
1.034 0.067 0.188
2.569 1.495 1.346
-0.009 0.185 0.052
-0.125 -0.155 -0.243
1.332 0.525 -0.296
-2.058 0.925 0.674
1.010 -0.874 -1.360
0.037 0.718 7.158
-0.003 -0.683 -8.868
-0.332 -0.032 -0.091
0.108 1.152 0.927
0.086 0.381 0.197
-0.036 0.436 -0.340
0.241 -0.671 0.119
0.071 -0.056 -0.293
-0.107 0.629 0.121
-1.937 0.052 0.684
0.833 0.796 0.897
-0.034 -0.023 -0.382
0.095 -1.618 -0.837
-0.072 0.379 0.274
-0.065 -0.560 -0.330
0.696 -0.132 0.387
-0.620 0.373 0.765
-0.331 0.547 -0.435
-0.605 0.253 -0.225
-0.479 0.506 0.336
0.122 -0.023 -0.098
-2.536 -1.051 -3.020
1.479 0.225 -0.955
-2.455 0.596 -0.582
1.064 -0.383 2.613
-0.124 5.213 7.765
-2.619 -0.897 -0.979
-0.505 -0.085 0.360
-0.611 -0.792 -0.618
0.352 -0.925 0.323
0.807 -0.009 1.219
0.717 0.196 -0.391
0.152 0.063 -1.330
0.563 -2.251 -5.200
1.177 -1.882 -0.978
-0.453 -0.355 -0.744
6.293 -0.803 -1.047
-5.565 -0.074 -0.368
-0.156 -0.658 0.039
0.236 -0.191 -0.647
0.294 -2.954 -2.955
1.142 -0.470 -0.154
0.655 -0.239 0.204
-0.047 0.560 0.333
-0.309 -0.376 0.267
-1.682 -0.852 -0.104
0.817 0.727 -1.543
-0.117 -0.294 -0.165
-3.475 1.190 -2.707
0.355 1.255 3.920
-0.353 0.439 0.563
0.047 0.000 -0.313
0.213 -0.314 0.231
0.004 -0.042 -0.134
-0.261 -0.198 0.697
-0.335 0.571 0.600
-0.590 0.288 -0.611
-0.987 -0.769 -0.699
0.943 1.341 0.016
1.087 -0.667 0.917
-0.379 -0.217 -0.407
-0.767 -1.785 1.695
-0.198 0.097 -0.356
0.350 -0.313 0.191
0.041 0.183 0.738
0.073 0.016 -0.354
-0.274 0.196 -0.189
0.107 0.063 0.329
-0.601 0.018 -0.290
-0.814 -1.795 -0.033
0.365 2.162 2.495
-1.811 1.622 -0.330
-0.189 0.406 4.125
0.938 -0.523 -4.804
0.712 -0.501 -0.168
-0.147 0.234 -0.015
-0.254 -0.199 0.169
0.249 0.380 0.001
-0.043 0.652 1.607
0.528 0.769 0.638
-0.328 -0.156 -0.017

(2)
Computed, not measured: 8 unconnected molecules or ions with the total composition C32H57N7O6S, with ωB97M-V/def2-TZVPD.

Charge: 0
Strongest force on any atom in eV Å⁻¹: 1.3
Gap between HOMO and LUMO in eV: 10.86
SMILES: O=S1(=O)O[C@H](O)[C@@H](CCO)O1.CCCC#N.CCCC#N.CCCC#N.CCCC#N.CCCC#N.CCCC#N.CCCC#N
LUMO energy in Ha: 0.01490
E_HOMO in hartree: -0.3842

Last column: Löwdin charge in e.
Element x y z (Å)
O 0.109 -3.483 -2.633  -0.201
S -0.612 -2.329 -3.011  0.577
O -1.602 -2.459 -4.028  -0.227
O 0.320 -1.126 -3.432  -0.115
C -0.350 0.115 -3.115  -0.336
O 0.632 1.047 -2.797  0.052
C -1.236 -0.215 -1.899  -0.256
C -2.648 0.329 -1.852  -0.090
C -3.685 -0.394 -2.728  -0.227
O -4.698 -1.014 -1.941  -0.055
O -1.228 -1.654 -1.722  -0.141
H -0.844 0.550 -3.977  0.175
H 1.133 0.714 -2.044  0.116
H -0.721 0.307 -1.092  0.152
H -2.974 0.214 -0.820  0.117
H -2.644 1.398 -2.048  0.131
H -3.233 -1.125 -3.389  0.092
H -4.213 0.345 -3.324  0.120
H -4.313 -1.789 -1.524  0.084
C -1.035 -1.396 2.156  -0.092
C -0.506 -0.462 3.233  -0.268
C -1.623 0.361 3.882  -0.183
C -2.283 1.196 2.881  -0.242
N -2.802 1.838 2.078  0.143
H -1.494 -0.839 1.336  0.056
H -0.223 -1.987 1.732  0.055
H -1.780 -2.085 2.558  0.087
H 0.242 0.206 2.803  0.110
H -0.003 -1.043 4.006  0.052
H -1.220 1.010 4.660  0.105
H -2.368 -0.289 4.342  0.122
C 0.318 -4.396 -6.216  -0.101
C 1.063 -4.492 -7.542  -0.265
C 0.136 -4.453 -8.761  -0.192
C -0.805 -5.572 -8.754  -0.241
N -1.532 -6.463 -8.751  0.141
H -0.355 -5.243 -6.073  0.079
H 1.018 -4.391 -5.381  0.072
H -0.273 -3.482 -6.163  0.068
H 1.651 -5.413 -7.562  0.111
H 1.764 -3.661 -7.623  0.078
H 0.712 -4.502 -9.685  0.110
H -0.433 -3.523 -8.775  0.123
C 5.446 -3.573 -11.487  -0.109
C 5.807 -3.458 -10.011  -0.260
C 4.598 -3.645 -9.086  -0.193
C 3.573 -2.633 -9.333  -0.254
N 2.777 -1.829 -9.541  0.160
H 4.740 -2.796 -11.785  0.071
H 6.334 -3.465 -12.108  0.072
H 4.997 -4.543 -11.707  0.077
H 6.259 -2.483 -9.819  0.112
H 6.553 -4.211 -9.757  0.108
H 4.898 -3.573 -8.040  0.120
H 4.150 -4.628 -9.237  0.118
C 2.152 -3.750 5.059  -0.111
C 1.307 -4.077 3.837  -0.250
C 2.068 -3.903 2.516  -0.181
C 2.510 -2.516 2.393  -0.247
N 2.779 -1.403 2.291  0.158
H 2.481 -2.710 5.041  0.053
H 1.570 -3.893 5.967  0.066
H 3.036 -4.389 5.113  0.079
H 0.430 -3.426 3.828  0.086
H 0.940 -5.102 3.904  0.113
H 1.422 -4.135 1.669  0.117
H 2.939 -4.556 2.462  0.120
C 1.065 0.228 8.965  -0.107
C 2.080 -0.135 7.888  -0.253
C 1.478 -0.122 6.479  -0.197
C 0.397 -1.099 6.360  -0.254
N -0.449 -1.879 6.264  0.176
H 0.251 -0.496 9.003  0.070
H 1.537 0.245 9.948  0.071
H 0.637 1.214 8.779  0.071
H 2.502 -1.120 8.099  0.108
H 2.906 0.578 7.910  0.109
H 2.236 -0.364 5.733  0.115
H 1.095 0.882 6.258  0.054
C -1.266 5.021 4.108  -0.105
C -0.681 5.847 5.243  -0.254
C 0.806 5.564 5.480  -0.178
C 1.038 4.164 5.831  -0.198
N 1.210 3.061 6.105  0.177
H -1.216 3.955 4.331  0.055
H -2.315 5.274 3.952  0.063
H -0.736 5.199 3.171  0.081
H -1.238 5.652 6.161  0.114
H -0.801 6.907 5.016  0.091
H 1.193 6.185 6.288  0.121
H 1.385 5.785 4.582  0.124
C -5.332 7.276 3.260  -0.109
C -5.005 7.988 1.952  -0.259
C -3.520 7.897 1.582  -0.190
C -2.675 8.515 2.603  -0.239
N -2.024 9.002 3.416  0.149
H -4.803 7.729 4.100  0.070
H -6.398 7.335 3.472  0.072
H -5.057 6.221 3.211  0.074
H -5.295 9.037 2.023  0.111
H -5.588 7.549 1.142  0.108
H -3.326 8.399 0.634  0.117
H -3.217 6.854 1.474  0.118

Forces on the atoms, in the same order (eV/Å):
0.515 0.228 0.282
-0.571 -0.756 -0.891
-0.132 0.076 0.148
0.123 -0.111 0.062
0.911 0.586 0.241
-0.385 -0.175 -0.214
-0.373 0.867 0.054
-0.278 -0.549 -0.126
-0.275 0.269 0.232
0.073 0.053 -0.036
0.185 0.514 0.152
-0.293 -0.412 -0.187
0.128 0.018 0.111
0.229 -0.724 0.497
-0.119 0.121 0.105
0.227 0.143 -0.045
0.086 0.028 -0.154
-0.048 -0.019 -0.174
0.001 -0.145 0.052
0.089 -0.067 -0.086
0.113 -0.122 -0.138
0.220 -0.017 -0.048
-0.357 0.295 -0.188
0.224 -0.167 0.183
-0.052 -0.012 0.015
-0.010 -0.003 -0.029
-0.022 0.001 0.010
0.007 0.050 0.018
-0.125 0.110 -0.131
-0.031 0.022 0.049
0.002 -0.013 0.027
0.054 -0.028 -0.046
0.035 -0.033 0.230
0.121 -0.024 0.117
-0.222 -0.219 -0.101
0.152 0.166 0.031
-0.040 0.013 -0.028
-0.004 0.017 0.018
-0.037 0.011 0.009
-0.009 -0.009 -0.067
-0.024 0.032 -0.079
-0.019 0.054 -0.038
-0.004 0.027 -0.019
0.021 0.021 0.026
0.028 -0.017 -0.168
0.143 0.039 -0.043
-0.239 0.209 -0.046
0.145 -0.174 0.034
-0.033 -0.009 0.019
0.006 -0.017 -0.008
-0.008 -0.007 -0.007
-0.003 0.005 0.054
-0.020 -0.007 0.074
-0.024 -0.031 0.031
-0.020 -0.020 0.013
-0.005 -0.100 0.036
-0.027 -0.024 0.150
-0.105 -0.004 0.247
-0.024 0.339 -0.352
0.025 -0.173 0.096
0.057 -0.002 -0.029
0.004 -0.008 0.023
0.018 0.021 -0.015
-0.031 -0.042 -0.026
0.017 -0.016 -0.080
0.046 0.021 -0.068
0.008 -0.022 0.034
0.025 -0.008 0.002
-0.005 -0.004 0.184
0.004 0.064 0.127
-0.489 -0.434 0.019
0.440 0.431 0.137
-0.018 0.002 -0.029
-0.001 0.014 0.001
-0.004 0.011 -0.012
0.025 -0.004 -0.044
0.000 0.007 -0.086
-0.033 0.026 -0.065
0.049 -0.300 -0.024
-0.025 0.001 0.028
-0.168 0.062 -0.113
-0.140 0.042 0.006
0.149 -0.288 0.088
-0.103 0.393 -0.066
0.005 -0.061 -0.053
-0.013 -0.004 -0.008
0.018 -0.009 -0.013
0.046 0.016 0.044
0.077 0.031 0.050
0.052 0.001 0.003
0.025 0.015 -0.013
0.002 0.020 -0.017
-0.102 -0.064 0.126
-0.145 0.045 0.002
0.254 0.084 0.187
-0.122 -0.139 -0.135
0.036 -0.005 -0.008
-0.009 -0.018 -0.002
-0.002 -0.010 0.003
0.028 0.022 -0.041
0.050 0.012 -0.056
0.029 -0.016 -0.029
0.021 -0.015 -0.005

- Which of these has the highest strongest force on any atom?
  C32H56N8

- What is the strongest force on any atom in the second record?
  1.3 eV Å⁻¹